1.
Density functional theory data (ωB97M-V/def2-TZVPD) for C8H21I2IrO2P2 as an isolated structure at a distorted geometry.

Last column: Löwdin spin population.
CARTESIAN COORDINATES (ANGSTROEM)
I  -0.0027  -1.6423  -5.4483  1.449
I  -0.0040  1.6353  -5.2542  1.466
Ir  -0.0006  -0.0080  -0.0411  0.983
P  -2.3117  0.0091  0.0658  0.014
C  -3.1901  -0.0555  -1.5139  0.001
C  -2.8651  -1.4020  1.0918  0.005
H  -3.9609  -1.3501  1.1881  0.001
H  -3.9407  1.4672  1.1017  0.000
H  -2.4172  -1.4285  2.1017  0.000
H  -2.3659  1.5955  1.9604  0.000
H  -2.9181  -0.9746  -2.0561  0.000
H  -2.6006  -2.3301  0.5629  0.001
C  -2.8478  1.5045  0.9714  0.004
H  -4.2805  -0.0437  -1.3392  0.000
H  -2.5898  2.3862  0.3658  0.001
H  -2.9094  0.8122  -2.1308  0.000
P  2.3115  -0.0043  0.0728  0.012
C  3.1954  -0.0715  -1.5038  0.001
C  2.8530  1.4863  0.9831  0.003
H  2.4010  -1.4457  2.1070  0.000
H  3.9480  -1.3751  1.1983  0.000
H  2.5841  -2.3458  0.5670  0.001
C  2.8523  -1.4203  1.0985  0.004
H  2.3672  1.5795  1.9700  0.000
H  3.9450  1.4410  1.1182  0.000
H  4.2851  -0.0643  -1.3250  0.000
H  2.9206  0.7977  -2.1210  0.000
H  2.6041  2.3704  0.3771  0.001
H  2.9218  -0.9892  -2.0476  0.000
C  0.0061  -0.1084  -1.8341  0.072
O  0.0131  -0.1683  -2.9924  0.114
C  0.0005  0.0220  3.2878  0.100
O  -0.0099  0.1222  1.9032  0.684
H  0.9063  -0.5198  3.5691  0.014
H  -0.9020  -0.5201  3.5789  0.013
H  0.0017  1.0426  3.6548  0.053

The HOMO-LUMO gap (spin up / spin down) comes out at 8.72 / 5.39 eV. The value obtained for the total energy is -50317.6209 eV. As for the HOMO energy (spin up / spin down): -18.944 / -18.868 eV. For the LUMO energy (spin up / spin down), the calculation gives -10.23 / -13.48 eV. As for the total charge: +3. Its multiplicity is 6. The relative energy (zero: lowest compared OMol25 entry of this formula, charge and spin) comes out at 10.4 kcal/mol.

=====

2.
Density functional theory data (ωB97M-V/def2-TZVPD) for a 4-piece molecular cluster, C36H74FN8O3S overall at a distorted geometry.

Last column: Mulliken charge in e.
CARTESIAN COORDINATES (ANGSTROEM)
C  3.3900  2.7553  -3.4412  -1.430
C  2.3430  2.1002  -4.2860  0.832
O  1.1873  2.1797  -3.9694  -0.512
N  2.6361  1.3506  -5.4920  0.077
C  3.6810  1.9178  -6.3606  0.479
C  5.1141  2.0461  -5.9433  -0.927
O  3.3312  2.2937  -7.4282  -0.487
C  2.8221  -0.0696  -5.1976  -1.258
O  3.8209  -0.2030  -4.2027  -0.337
C  3.7655  -1.2153  -3.2549  2.306
F  4.2716  -0.6284  -2.1122  -0.383
C  4.6468  -2.4485  -3.5219  -2.301
C  5.3727  -2.5405  -4.8653  0.815
N  4.4510  -2.7031  -5.9998  -0.407
N  6.2242  -3.7512  -4.7167  -0.820
N  6.3069  -1.4409  -5.0706  -0.485
C  2.3496  -1.6335  -2.8353  -1.362
N  1.2312  -0.7693  -3.3508  -0.016
C  -0.0604  -1.3854  -2.9158  -0.316
C  -1.3071  -0.6140  -3.2665  0.971
C  -2.0113  -0.0778  -2.1889  -1.080
C  -3.2004  0.6170  -2.3828  -0.879
C  -3.7127  0.7975  -3.6566  -0.559
C  -3.0237  0.2777  -4.7580  0.262
C  -3.5689  0.4348  -6.1508  -1.687
C  -1.8331  -0.4214  -4.5466  0.358
C  1.4150  -0.6051  -4.8284  0.080
S  1.1671  -2.1471  -5.7734  -0.142
H  3.6343  3.7551  -3.7906  0.357
H  4.3149  2.1889  -3.4419  0.380
H  3.0524  2.8066  -2.4145  0.410
H  5.2334  2.8757  -5.2538  0.297
H  5.7261  2.2690  -6.8072  0.356
H  5.5034  1.1749  -5.4239  0.176
H  3.0977  -0.5208  -6.1450  0.798
H  5.4303  -2.4750  -2.7737  0.414
H  4.0864  -3.3701  -3.3898  0.596
H  4.3922  -3.6621  -6.3017  0.247
H  4.7024  -2.1200  -6.7845  0.224
H  6.5337  -4.0314  -5.6431  0.289
H  5.6167  -4.5141  -4.4260  0.308
H  6.0457  -0.8681  -5.8608  0.248
H  7.2235  -1.8289  -5.2442  0.289
H  2.3028  -1.5797  -1.7515  -0.064
H  2.1010  -2.6530  -3.0890  0.454
H  1.3280  0.1548  -2.9175  0.721
H  -0.1147  -2.4169  -3.2440  0.682
H  -0.0144  -1.4221  -1.8317  -0.338
H  -1.6658  -0.2027  -1.1708  0.491
H  -3.7274  0.9897  -1.5184  0.546
H  -4.6503  1.3179  -3.7794  0.458
H  -2.9152  -0.0719  -6.8533  0.347
H  -3.6892  1.4768  -6.4233  0.355
H  -4.5270  -0.0749  -6.2121  0.378
H  -1.3402  -0.8173  -5.4221  -0.074
H  0.6928  0.1168  -5.1785  0.626
H  -0.0861  -2.4755  -5.4309  0.253
C  -4.5701  -1.5705  1.1825  -1.602
C  -4.5570  -0.8058  2.4960  -0.089
N  -5.0947  0.5349  2.3815  0.233
C  -4.8099  1.3614  3.5427  -0.632
C  -5.4289  0.9488  4.8827  -1.108
C  -6.4396  0.6337  1.8392  -0.689
C  -7.5651  -0.1224  2.5570  -1.019
H  -4.0607  -1.0051  0.3987  0.200
H  -4.0503  -2.5225  1.3039  0.479
H  -5.5810  -1.7965  0.8419  0.444
H  -3.5164  -0.7202  2.8237  0.279
H  -5.0724  -1.4068  3.2612  0.165
H  -5.0962  2.3932  3.3226  0.276
H  -3.7224  1.3911  3.6656  0.334
H  -6.4928  1.1764  4.9223  0.351
H  -4.9544  1.5076  5.6922  0.403
H  -5.2905  -0.1112  5.0973  0.234
H  -6.4106  0.2894  0.8012  0.311
H  -6.7043  1.6913  1.7708  0.439
H  -7.2760  -1.1406  2.8206  0.246
H  -8.4349  -0.1909  1.9010  0.394
H  -7.8890  0.3873  3.4624  0.272
C  3.2994  -1.2710  1.1557  -1.656
C  1.8133  -1.5991  1.2201  0.645
N  1.5337  -2.9814  1.5403  0.209
C  0.1457  -3.3518  1.3170  -0.845
C  -0.9334  -2.6713  2.1679  -0.393
C  2.1368  -3.4774  2.7686  -0.705
C  1.8066  -2.7477  4.0766  -0.939
H  3.8228  -1.9388  0.4687  0.292
H  3.4270  -0.2484  0.7962  0.445
H  3.7819  -1.3324  2.1303  0.465
H  1.3787  -1.3962  0.2315  -0.519
H  1.3291  -0.8963  1.9156  0.180
H  0.0564  -4.4351  1.4272  0.444
H  -0.0787  -3.1520  0.2608  0.094
H  -0.9459  -3.0507  3.1878  0.309
H  -1.9183  -2.8741  1.7409  0.012
H  -0.8108  -1.5878  2.2033  0.294
H  3.2217  -3.4670  2.6385  0.413
H  1.8830  -4.5344  2.8717  0.369
H  1.8617  -1.6631  3.9713  0.226
H  2.5252  -3.0360  4.8451  0.397
H  0.8182  -3.0056  4.4529  0.274
C  -1.1597  1.1514  5.6011  -1.024
C  -1.6542  2.4899  6.1302  -0.296
N  -0.8213  3.0421  7.1779  0.105
C  -1.4403  4.1533  7.8813  -0.700
C  -1.7305  5.4365  7.0938  -0.971
C  0.5823  3.2040  6.8445  -0.697
C  0.9406  4.0725  5.6304  -0.952
H  -1.0348  0.4297  6.4094  0.340
H  -1.8867  0.7448  4.8957  0.122
H  -0.2103  1.2442  5.0705  0.266
H  -2.6544  2.3268  6.5409  0.328
H  -1.7745  3.1847  5.2826  0.250
H  -0.8222  4.3995  8.7483  0.366
H  -2.3845  3.7883  8.2977  0.402
H  -0.8240  6.0055  6.8920  0.234
H  -2.3881  6.0826  7.6783  0.402
H  -2.2314  5.2348  6.1463  0.261
H  1.0076  2.2091  6.6853  0.352
H  1.1022  3.5871  7.7254  0.385
H  0.3093  3.8552  4.7672  0.232
H  1.9743  3.8788  5.3357  0.371
H  0.8666  5.1360  5.8501  0.274

The HOMO-LUMO gap comes out at 7.26 eV. The value obtained for the total energy is -70141.0557 eV. As for the HOMO energy: -9.385 eV. For the LUMO energy, the calculation gives -2.12 eV. As for the total charge: +1. Its multiplicity is 1.

=====

3.
Density functional theory data (ωB97M-V/def2-TZVPD) for a 2-piece molecular cluster, C6H8Cl2 overall at a distorted geometry.

Last column: Mulliken charge in e.
CARTESIAN COORDINATES (ANGSTROEM)
C  -0.0488  -0.1237  0.0413  -0.052
C  0.1526  1.0535  0.2255  0.927
C  0.3333  -2.5493  -0.0628  -0.382
C  -0.4475  -1.4689  -0.1975  0.077
C  0.5063  2.4317  0.4648  -1.418
C  -1.8773  -1.6327  -0.6362  -1.195
Cl  1.9846  -2.4488  0.4185  -0.171
Cl  4.8689  0.5970  -0.3355  -0.241
H  4.8528  0.4352  0.9333  0.234
H  -0.0143  -3.5505  -0.2493  0.368
H  1.3484  2.4774  1.1553  0.281
H  -0.3364  2.9736  0.8928  0.327
H  0.7889  2.9024  -0.4769  0.296
H  -2.0295  -1.1617  -1.6051  0.287
H  -2.5474  -1.1459  0.0715  0.307
H  -2.1416  -2.6857  -0.7099  0.355

The HOMO-LUMO gap comes out at 9.35 eV. The value obtained for the total energy is -31394.7357 eV. As for the HOMO energy: -8.617 eV. For the LUMO energy, the calculation gives 0.73 eV. As for the total charge: 0. Its multiplicity is 1. The relative energy (zero: lowest compared OMol25 entry of this formula, charge and spin) comes out at 20.6 kcal/mol.

=====

4.
Density functional theory data (ωB97M-V/def2-TZVPD) for a single C3H3N3OS molecule at a distorted geometry.

Last column: Mulliken charge in e.
CARTESIAN COORDINATES (ANGSTROEM)
C  0.9222  -0.2970  -0.0421  0.654
C  0.3941  -1.6049  0.0332  -0.140
C  -1.4307  -0.3353  0.0526  0.179
H  0.4192  2.3384  -0.6595  0.269
H  0.6038  1.5997  1.0513  0.317
H  1.0196  -2.5717  -0.2672  0.315
N  -0.0105  1.8852  0.1441  -0.497
N  -0.1553  0.4275  -0.1502  0.143
N  -0.9269  -1.7535  0.1086  -0.402
O  2.1041  0.1491  -0.1662  -0.617
S  -2.9397  0.1625  -0.1046  -0.219

The HOMO-LUMO gap comes out at 7.74 eV. The value obtained for the total energy is -20509.2620 eV. As for the HOMO energy: -9.825 eV. For the LUMO energy, the calculation gives -2.08 eV. As for the total charge: 0. Its multiplicity is 1. The relative energy (zero: lowest compared OMol25 entry of this formula, charge and spin) comes out at 94.9 kcal/mol.

=====

5.
Density functional theory data (ωB97M-V/def2-TZVPD) for a 2-piece molecular cluster, C15H19N3O6 overall at a distorted geometry.

Last column: Mulliken charge in e.
CARTESIAN COORDINATES (ANGSTROEM)
C  0.1907  0.9126  0.5456  0.132
C  -1.0600  0.8489  -0.4596  0.367
C  -0.3175  0.7798  2.0517  -1.282
C  0.8524  0.7600  3.0180  0.162
C  1.3898  -0.2178  3.8017  -0.895
C  1.3308  1.9968  3.6045  1.333
C  2.2713  1.6821  4.5916  -0.415
C  1.0916  3.3631  3.1685  -0.193
C  3.1886  2.5994  5.1484  -1.132
C  1.9792  4.2959  3.6348  -0.825
C  3.0038  3.8502  4.5208  -0.373
C  -2.5592  -3.2025  -3.7144  0.024
C  -1.4745  -3.8073  -2.7600  0.548
C  -2.1168  -3.3309  -5.1630  -0.883
C  -1.1101  -2.2477  -5.6270  0.626
H  1.7005  2.1223  0.9017  0.286
H  1.0642  2.3391  -0.5692  0.247
H  0.9135  0.1369  0.2429  0.343
H  -1.0369  -0.0023  2.2451  0.879
H  -0.7862  1.6625  2.1503  0.395
H  1.1539  -1.1565  3.9699  0.608
H  2.7741  -0.2468  5.3565  0.143
H  0.2706  3.5649  2.4202  0.272
H  3.9007  2.4775  5.9700  0.364
H  1.8775  5.3115  3.3674  0.453
H  3.6040  4.6207  4.9278  0.316
H  -1.4785  -0.6247  0.5173  0.446
H  -3.3984  -1.8637  -2.4248  0.313
H  -2.0269  -1.3849  -3.2330  0.327
H  -3.5577  -3.8612  -3.5419  0.259
H  -1.6476  -4.2387  -5.3262  0.418
H  -2.8755  -3.1632  -5.8445  0.435
H  -0.4340  -1.8943  -7.3604  0.313
H  -0.2197  -2.5035  -3.4148  0.374
N  0.8333  2.2083  0.3644  -0.608
N  2.2683  0.3063  4.7126  0.010
N  -2.8524  -1.8241  -3.4045  -0.638
O  -1.3353  1.5918  -1.3878  -0.603
O  -1.7761  -0.2902  -0.2788  -0.434
O  -1.7461  -4.7198  -1.9736  -0.608
O  -0.3805  -1.4608  -5.0628  -0.618
O  -1.1001  -2.3398  -6.9871  -0.416
O  -0.3686  -3.0501  -2.6983  -0.469

The HOMO-LUMO gap comes out at 8.59 eV. The value obtained for the total energy is -32617.2235 eV. As for the HOMO energy: -8.073 eV. For the LUMO energy, the calculation gives 0.52 eV. As for the total charge: 0. Its multiplicity is 1. The relative energy (zero: lowest compared OMol25 entry of this formula, charge and spin) comes out at 75.3 kcal/mol.